Formula: C83H188N12O12
Source: the OMol25 dataset
Level of theory: the ωB97M-V functional and the def2-TZVPD basis

XYZ file:
```
295
Properties=species:S:1:pos:R:3:forces:R:3
C -9.235073 2.384584 0.073952 -0.210 -0.799 0.055
C -7.942599 2.207434 -0.753108 1.384 0.445 1.647
C -6.915234 1.233757 0.001275 -0.881 1.998 -0.621
O -6.707936 1.660118 1.336967 -0.351 -0.143 -0.795
C -6.640106 0.590614 2.232286 -0.073 -0.941 0.245
N -8.018105 1.720952 -2.140272 -1.982 1.004 -0.223
H -9.222949 2.939641 1.021483 1.073 -0.025 -0.280
H -9.621123 1.417343 0.365219 -0.380 -0.480 -0.123
H -9.998802 2.915201 -0.460595 -0.449 0.108 -0.786
H -7.527598 3.268681 -0.731774 0.141 -1.367 -0.358
H -6.004440 1.239642 -0.583051 0.475 0.133 -0.074
H -7.244461 0.210438 0.029082 -0.719 -0.449 -0.318
H -5.613701 0.408666 2.513153 0.505 -0.170 0.168
H -7.050350 -0.389518 1.858613 0.233 0.980 0.016
H -7.198050 0.832881 3.121519 -0.232 0.214 0.440
H -7.718842 0.783997 -2.312712 0.312 -0.597 0.526
H -8.985197 1.754635 -2.522770 0.988 0.229 0.493
C -5.879250 -0.581553 -3.821737 0.106 -1.873 -0.850
C -4.381062 -0.794810 -3.522673 0.267 0.834 0.602
C -3.901139 -2.162699 -4.005846 1.044 1.458 -0.060
O -2.602087 -2.365884 -3.439463 -1.041 1.408 0.003
C -1.798312 -3.364726 -3.998778 0.066 1.097 0.849
N -3.547069 0.359330 -3.975001 0.248 -0.612 0.043
H -6.417450 -1.409262 -3.270387 0.209 1.148 -0.462
H -6.159313 -0.725181 -4.909416 0.563 0.134 0.968
H -6.204982 0.403757 -3.552393 -0.104 0.398 0.367
H -4.274083 -0.813344 -2.410990 -0.078 0.096 -0.593
H -3.893703 -2.067348 -5.102862 0.308 -0.611 0.048
H -4.527519 -2.946355 -3.658790 -0.944 -0.857 0.094
H -0.801197 -2.987188 -3.778082 0.316 -0.760 -0.097
H -1.957010 -3.406495 -5.045227 0.017 -0.262 -1.261
H -2.066209 -4.279430 -3.515430 0.395 -1.006 0.095
H -2.532107 0.229199 -3.792363 -1.102 -0.070 -0.080
H -3.651660 0.589409 -4.967105 -0.103 -0.313 0.402
C -1.595158 -7.524243 -3.574100 0.601 -0.085 -0.034
C -2.528956 -7.465533 -2.373570 -0.664 -0.208 0.042
C -2.345588 -6.273644 -1.402094 0.820 -0.560 0.578
O -0.937710 -6.061887 -1.106566 -1.151 -1.711 -0.350
C -0.560126 -4.822182 -0.592802 -0.281 0.744 -1.834
N -3.956909 -7.638309 -2.703163 -1.123 -0.319 1.543
H -0.560604 -7.828849 -3.227367 -1.042 0.908 -0.380
H -1.637317 -6.509608 -4.006439 0.612 -0.504 -0.353
H -1.861279 -8.301542 -4.334525 -0.257 0.776 0.719
H -2.380130 -8.383376 -1.827391 0.557 -0.193 0.592
H -3.037283 -6.513231 -0.536785 1.195 0.176 -0.257
H -2.706589 -5.321427 -1.741993 -0.537 0.464 -0.889
H -1.430185 -4.234091 -0.372846 -0.195 0.576 0.390
H 0.055949 -4.252389 -1.321869 -0.345 -0.264 0.034
H 0.062020 -4.971150 0.232618 0.745 -0.164 1.686
H -4.431963 -7.876743 -1.775243 0.567 0.516 -1.924
H -4.471907 -6.849266 -3.107935 0.645 -0.100 0.246
C -0.734768 -0.394526 -7.280093 0.981 -0.800 0.209
C 0.493483 0.165827 -6.527926 -0.674 0.055 0.359
C 1.738323 -0.421259 -7.128525 0.001 -0.358 -0.672
O 2.824294 -0.073840 -6.283559 0.596 -0.334 -0.853
C 3.985343 -0.047344 -7.100451 0.905 0.927 0.539
N 0.478069 1.641872 -6.506345 0.543 -0.155 0.500
H -0.725575 -1.503100 -7.210580 0.072 0.508 -0.221
H -0.735355 -0.108364 -8.334046 0.133 -0.010 -0.015
H -1.663848 -0.090372 -6.861768 -0.697 0.538 0.497
H 0.500566 -0.214510 -5.475652 -0.298 0.425 -0.566
H 1.934623 0.007476 -8.146668 -0.359 -0.231 0.560
H 1.621691 -1.542308 -7.264240 0.450 0.992 0.277
H 4.026409 -0.921246 -7.718328 -0.284 -0.522 -0.874
H 4.907370 -0.174418 -6.496773 -0.594 0.672 0.091
H 4.029459 0.903062 -7.733756 0.003 -1.194 0.776
H 1.289609 2.041719 -5.975591 -0.806 -0.650 -0.841
H 0.533489 1.976059 -7.469119 0.072 0.031 0.285
C 4.168689 5.477925 -4.749258 1.634 -0.543 0.211
C 4.163622 3.981906 -5.042881 0.045 0.361 0.121
C 4.096736 3.080507 -3.741748 -0.133 0.696 -2.783
O 5.205352 3.276706 -2.964929 0.952 1.042 0.306
C 5.322516 2.255137 -2.061553 2.127 -0.633 0.857
N 3.011159 3.664938 -5.874542 -1.300 0.987 -0.359
H 4.867378 5.586358 -3.934213 0.302 0.600 0.413
H 3.231731 5.886439 -4.461927 -1.077 0.094 0.423
H 4.532241 6.067092 -5.588533 0.037 -0.069 -0.168
H 5.078120 3.793225 -5.676549 -0.631 -0.359 1.142
H 4.132044 2.081682 -4.160704 -0.430 -0.607 0.077
H 3.182735 3.228291 -3.162061 -0.332 0.115 -0.167
H 4.522302 2.148794 -1.389057 -1.509 0.186 1.008
H 6.237554 2.341675 -1.474588 -0.005 0.622 0.099
H 5.465623 1.297114 -2.507470 -0.193 -0.975 -0.965
H 3.278100 3.810031 -6.865753 -0.625 0.032 0.904
H 2.281879 4.396781 -5.598241 1.042 -1.519 -1.048
C -2.895820 2.985818 6.727396 -1.312 1.062 0.133
C -2.427929 3.636439 5.406920 -1.847 -0.281 0.776
C -2.814225 5.112984 5.375466 0.867 1.568 0.400
C -1.805004 6.008084 6.243642 -1.145 -1.471 -2.072
C -0.413651 5.738668 5.665039 0.747 -0.067 1.820
C 0.017467 4.245589 5.803363 -0.518 0.415 -1.239
N -1.046245 3.475930 5.059827 1.946 0.517 0.856
O -0.703655 2.084057 5.126720 -0.099 0.070 -0.807
C 1.306644 4.025803 5.007629 0.722 -1.023 -0.799
C 0.292092 3.834503 7.264188 0.062 -0.007 -0.014
C -3.169921 2.901481 4.335098 -1.489 -0.057 -0.906
H -2.685933 1.924150 6.716130 0.238 -0.117 0.332
H -4.019060 3.125759 6.868328 1.280 -0.290 -0.536
H -2.488141 3.534552 7.561502 0.416 -0.345 0.535
H -2.710460 5.555962 4.351097 -0.419 -0.711 0.549
H -3.860419 5.248106 5.755139 0.862 -0.179 -0.486
H -1.989710 5.735340 7.251293 0.399 -0.057 1.203
H -2.145307 7.014124 6.075768 0.186 0.636 0.167
H 0.418039 6.294594 6.173768 -0.843 -0.081 -0.323
H -0.446134 6.075063 4.638471 0.267 -0.233 -0.469
H 1.725129 3.042093 5.282692 -0.223 0.152 -0.190
H 1.188233 3.998586 3.887952 -0.228 0.236 1.073
H 2.130623 4.707849 5.233154 -0.376 0.366 0.171
H 1.184220 4.352432 7.649708 -0.171 -0.104 -0.304
H -0.516730 4.100278 7.932905 -0.202 0.002 0.093
H 0.481423 2.753293 7.364712 -0.116 0.351 -0.201
H -2.790483 3.244503 3.405995 0.570 0.203 -1.199
H -4.254269 3.134585 4.242363 0.547 -0.276 0.656
H -3.004931 1.830074 4.390276 -0.228 -0.130 0.093
H -0.680594 1.883407 4.171343 0.175 -0.353 0.697
C 3.020636 -3.285487 -4.662718 0.669 0.244 -0.090
C 2.629278 -4.356985 -5.662117 -0.463 0.697 -0.877
C 1.094992 -4.286363 -5.858447 0.772 -3.622 0.687
C 0.644918 -5.366070 -6.899164 -0.897 1.077 0.463
C 1.247956 -4.815505 -8.190572 -1.158 1.269 0.139
C 2.756987 -4.771112 -8.190067 0.828 1.091 -0.536
N 3.226585 -3.992435 -7.016220 -0.967 -0.784 1.545
O 4.652963 -4.131454 -6.886975 -0.840 -0.888 -0.244
C 3.320549 -6.168272 -8.324353 0.624 0.061 0.714
C 3.249828 -3.905045 -9.369850 0.118 0.585 -1.492
C 3.164982 -5.655641 -5.135760 1.148 -1.512 0.510
H 2.984866 -2.289935 -5.098379 -0.114 0.156 -0.019
H 4.035714 -3.492884 -4.338343 0.306 0.240 0.043
H 2.422645 -3.309433 -3.758275 -0.375 -0.103 0.044
H 0.622446 -4.497572 -4.891338 0.072 0.338 -0.105
H 0.861609 -3.347341 -6.243147 -0.642 1.766 -0.276
H -0.512298 -5.344374 -6.956833 1.862 -0.412 0.034
H 1.043756 -6.363647 -6.607462 -0.676 0.606 -0.281
H 0.881527 -3.737976 -8.205008 0.344 -1.131 -0.482
H 0.882596 -5.305821 -9.093466 0.124 -0.071 -0.043
H 3.200578 -6.496872 -9.332499 -0.079 -0.338 -0.751
H 4.378945 -6.196917 -8.062407 0.005 0.089 -0.150
H 2.824590 -6.860144 -7.664404 -0.249 -0.332 0.070
H 2.891489 -4.261016 -10.369499 0.302 -0.157 0.809
H 2.918196 -2.837621 -9.366225 -0.063 -0.790 0.585
H 4.357026 -3.845889 -9.420731 -0.582 -0.336 0.116
H 4.295631 -5.655335 -5.158326 -1.237 0.178 0.095
H 2.879124 -6.548989 -5.692465 -0.121 0.176 -0.068
H 2.860524 -5.868666 -4.095188 0.040 0.398 -0.311
H 4.818726 -3.216030 -6.956702 1.192 1.532 -0.054
C 5.894584 1.911882 1.826587 0.403 -0.859 -0.821
C 4.785105 1.091491 2.480959 -0.899 -0.003 -1.304
C 4.382105 -0.084510 1.557542 0.723 -0.102 1.168
C 5.511257 -1.093303 1.602062 2.086 -0.171 0.556
C 5.893708 -1.506648 3.038586 -1.468 -2.145 -0.304
C 6.133974 -0.388499 4.011579 1.081 -1.090 -0.645
N 5.016030 0.502220 3.784944 0.730 1.124 0.992
O 5.248131 1.587710 4.690418 -1.409 0.378 0.934
C 6.060564 -0.921626 5.433694 -0.406 0.443 0.003
C 7.570897 0.155793 3.916273 0.820 0.846 0.780
C 3.586365 2.037284 2.607284 -0.462 -1.498 -0.269
H 5.484407 2.404125 0.941475 -0.053 -0.070 -0.017
H 6.782251 1.339487 1.488658 -0.558 0.289 0.346
H 6.195540 2.685442 2.479455 0.563 0.866 0.846
H 3.435365 -0.533219 1.973498 0.831 0.354 -0.692
H 4.317324 0.236466 0.525444 -0.659 0.329 -0.194
H 6.541564 -0.752447 1.277673 -1.389 0.483 -0.512
H 5.303876 -1.918926 0.928287 -0.094 -0.484 0.298
H 6.744398 -2.196333 3.003115 0.009 0.166 0.065
H 5.056423 -2.093253 3.473659 0.233 0.075 -0.246
H 6.750576 -1.738213 5.524651 0.699 -0.190 0.246
H 6.269469 -0.092287 6.132210 -0.057 -0.694 -0.091
H 5.101864 -1.378125 5.614941 -0.660 0.195 0.226
H 8.048215 0.274898 2.948166 -0.501 0.165 -0.408
H 7.501494 1.139124 4.422869 0.599 -0.367 -0.322
H 8.334228 -0.472678 4.467454 -1.208 0.500 -0.269
H 3.306418 2.301847 1.596302 -0.553 -0.082 -0.301
H 3.847697 2.943865 3.066075 0.380 1.157 0.932
H 2.759260 1.551699 3.168636 0.351 0.353 -0.507
H 4.442286 1.571694 5.265655 0.942 0.089 -0.612
C -3.278939 -4.170007 1.580398 1.459 -0.294 0.078
C -4.706132 -3.673041 1.398989 0.800 1.812 1.551
C -4.827167 -3.045982 0.027461 -0.751 -2.263 -2.139
C -6.289947 -2.848176 -0.487508 0.973 -0.567 0.429
C -7.126011 -4.125634 -0.246600 0.115 0.216 0.250
C -7.048167 -4.619656 1.238828 -1.422 -0.690 -0.614
N -5.625206 -4.760493 1.626482 -0.307 -0.391 0.375
O -5.526966 -5.168263 3.011407 0.156 1.378 0.232
C -7.872735 -3.754753 2.189726 0.672 1.564 -0.646
C -7.662190 -6.022560 1.283897 -1.173 -1.793 0.281
C -4.798597 -2.468148 2.438650 -0.951 -0.563 0.472
H -2.546521 -3.312301 1.587758 -0.734 -0.764 -0.059
H -2.957073 -4.872833 0.805383 -0.364 0.335 -0.177
H -3.106894 -4.773176 2.486192 -0.410 0.570 0.045
H -4.207244 -2.182216 -0.081883 0.220 0.832 0.308
H -4.334408 -3.754755 -0.720565 -0.646 0.488 0.809
H -6.191570 -2.695231 -1.557032 -0.251 0.282 -0.197
H -6.718895 -1.944728 -0.040011 -0.189 -0.232 -0.044
H -6.788911 -4.965381 -0.866669 0.559 0.253 0.047
H -8.162746 -4.003394 -0.636556 0.385 0.147 0.886
H -7.650118 -3.997652 3.226982 0.309 0.424 0.027
H -7.677500 -2.697475 1.871768 -0.087 -0.573 1.032
H -8.939260 -3.856432 2.115019 -0.514 -0.467 -0.498
H -7.425877 -6.510807 2.258292 -0.211 0.442 -0.586
H -8.816880 -6.098056 1.167817 1.892 0.672 0.169
H -7.266457 -6.719036 0.514500 0.060 0.587 0.286
H -4.233407 -1.659613 2.032658 0.126 0.620 -0.282
H -4.344863 -2.640588 3.405805 0.588 -0.576 0.220
H -5.782855 -2.104486 2.760885 -0.068 -0.128 -0.776
H -5.408964 -4.334770 3.581394 -0.387 -1.444 -1.301
C -2.357269 -1.693750 5.632400 -0.778 2.101 0.437
C -0.922733 -2.215061 5.566502 -0.156 -0.377 0.791
C -0.785649 -2.783853 4.169055 0.311 0.483 -1.275
C 0.626158 -3.301225 3.831022 -0.562 0.411 0.836
C 1.610782 -2.134297 4.084713 0.101 -1.171 -1.776
C 1.461474 -1.479971 5.406680 0.072 1.711 0.454
N 0.027650 -1.107049 5.624012 0.496 -0.369 -0.315
O -0.019795 -0.448729 6.867069 -0.593 0.320 0.878
C 2.150712 -2.239954 6.531918 0.019 -0.333 0.868
C 2.141535 -0.087899 5.381535 -1.511 0.458 -0.144
C -0.723982 -3.336897 6.647357 -1.973 -0.312 -0.726
H -3.065883 -2.462311 5.283402 0.217 0.223 0.484
H -2.526576 -0.779106 4.973809 0.547 -1.172 0.329
H -2.640677 -1.261130 6.635344 0.265 -0.970 -0.724
H -1.591066 -3.512427 4.023267 0.340 -0.144 -0.089
H -0.988738 -1.932032 3.458723 0.010 -0.728 0.563
H 0.636836 -3.648076 2.791188 0.252 0.035 0.215
H 0.853769 -4.134140 4.505407 0.116 -0.090 -0.288
H 1.465872 -1.427633 3.246859 0.149 -0.010 0.444
H 2.646027 -2.512603 4.042693 -0.217 0.197 -0.245
H 3.259485 -2.116421 6.553337 -0.830 -0.242 -0.448
H 1.800907 -1.720889 7.409345 0.001 0.039 0.696
H 1.851786 -3.289344 6.681218 0.567 0.400 -0.421
H 1.367925 0.663425 5.076868 0.785 -0.570 -0.303
H 2.386983 0.231893 6.381352 0.477 -0.051 0.438
H 2.987221 -0.084313 4.727419 0.625 0.073 -0.303
H 0.181978 -3.890983 6.556878 0.473 -0.258 -0.244
H -1.557912 -4.077469 6.471515 0.721 0.624 0.265
H -0.809538 -3.012178 7.680578 -0.035 0.407 -0.029
H -0.210542 0.493130 6.692026 -0.053 -0.565 -0.407
C -2.156659 0.137541 1.736404 -1.287 0.492 -0.815
C -1.975328 0.799394 0.329996 0.587 -0.229 -0.102
C -1.304851 2.210805 0.442318 -1.629 0.264 -2.362
C 0.199380 2.267188 0.530262 0.427 -0.845 0.869
C 0.805179 1.320467 -0.552217 0.427 2.452 0.056
C 0.323568 -0.096056 -0.624704 -2.066 0.480 1.245
N -1.191915 -0.003122 -0.666258 -0.137 0.429 -1.343
O -1.747518 -1.307189 -0.820505 -0.308 -0.310 -0.277
C 0.902864 -0.688522 -1.887404 0.475 -1.344 0.157
C 0.699814 -0.868864 0.625452 1.071 -0.881 -1.499
C -3.415827 1.075768 -0.236844 0.547 -0.251 -1.487
H -2.939156 0.744303 2.220818 0.088 -0.285 0.024
H -2.574795 -0.867341 1.587563 0.429 0.209 0.169
H -1.339758 0.121300 2.438875 0.620 -0.085 -0.098
H -1.627335 2.723119 -0.517038 0.482 -0.417 0.809
H -1.920369 2.707592 1.183946 0.504 0.391 0.612
H 0.659951 3.303394 0.437961 -0.784 -1.223 0.121
H 0.438240 1.866678 1.541793 0.412 0.360 -0.418
H 1.894533 1.368717 -0.421090 -0.044 -0.337 -0.077
H 0.607907 1.824350 -1.517333 0.016 -0.304 0.178
H 0.629330 -0.155797 -2.785675 -0.156 0.412 -0.173
H 0.641095 -1.760923 -2.058687 0.142 0.682 0.377
H 2.001585 -0.623108 -1.750420 -0.450 -0.161 -0.344
H 1.774606 -1.045230 0.639491 0.125 -0.032 0.104
H 0.216521 -1.829527 0.544603 -0.245 -0.473 0.298
H 0.419948 -0.376890 1.511550 -0.355 0.603 1.030
H -3.376535 1.526998 -1.266150 0.359 -0.223 0.877
H -4.048284 0.190237 -0.424391 0.456 -0.016 0.660
H -3.964817 1.776256 0.384612 -0.008 0.001 0.330
H -2.041565 -1.439011 -1.764217 0.462 0.510 1.010
C 2.798976 7.610559 3.412096 -1.089 -0.978 1.350
C 3.686391 7.194213 2.285834 1.350 1.120 -1.192
C 3.491003 5.715266 1.862424 2.010 0.275 0.681
C 4.148978 5.345963 0.550512 -0.540 1.814 -0.738
C 3.561931 6.293246 -0.471623 1.490 1.268 -1.477
C 3.987344 7.804293 -0.239931 -1.345 -3.211 1.999
N 3.345551 8.078442 1.113820 0.455 0.083 -1.040
O 3.695174 9.433801 1.446191 0.281 -0.300 0.379
C 5.460593 7.945381 -0.440051 2.748 0.469 1.729
C 3.334263 8.669766 -1.226811 -1.320 1.857 0.480
C 5.095515 7.513814 2.766741 1.744 -1.514 -0.666
H 2.696911 6.825818 4.197892 0.466 0.260 -0.518
H 1.786582 7.726764 3.068257 -0.553 0.424 -0.252
H 3.153996 8.495692 3.929834 -0.083 0.244 -0.219
H 4.048192 5.012144 2.489398 -0.646 0.500 1.196
H 2.441488 5.518892 1.878506 -0.757 -0.456 -0.136
H 3.830376 4.360623 0.294999 0.203 -1.002 -0.184
H 5.262739 5.447010 0.551960 -0.926 -0.370 0.231
H 2.484867 6.260836 -0.504269 -0.478 -0.173 0.082
H 3.950648 6.067767 -1.478051 -0.269 -0.167 0.077
H 6.146390 7.297385 0.197534 -1.163 0.600 -0.669
H 5.789112 7.739051 -1.463344 -0.421 0.155 -0.030
H 5.782661 8.983689 -0.167253 -0.280 -0.683 -0.410
H 2.240393 8.759427 -1.059785 0.470 -0.535 -0.351
H 3.694263 9.696532 -1.034324 0.084 -0.309 -0.652
H 3.595273 8.300680 -2.195869 -0.088 0.194 -0.849
H 5.881913 6.933361 2.255361 -0.381 0.004 -0.247
H 5.152801 7.092761 3.745595 0.214 0.194 1.136
H 5.489927 8.531339 2.716501 -0.846 0.049 0.224
H 2.885195 9.917313 1.295859 -0.357 0.117 0.023
```
Forces are in eV/Å.

## Properties
HOMO-LUMO gap (eV): 8.63
Total charge: 0
Energy above the lowest of the compared OMol25 structures with the same formula, charge and spin (eV): 1.8415
E (hartree): -4834.64546
Structure (SMILES): CC1(C)CCCC(C)(C)N1O.CC1(C)CCCC(C)(C)N1O.CC1(C)CCCC(C)(C)N1O.CC1(C)CCCC(C)(C)N1O.CC1(C)CCCC(C)(C)N1O.CC1(C)CCCC(C)(C)N1O.CC1(C)CCCC(C)(C)N1O.COC[C@H](C)N.COC[C@H](C)N.COC[C@H](C)N.COC[C@H](C)N.COC[C@H](C)N
Multiplicity: 1